No. 1
Molecular formula: C6H12N
Method: DFT, the ωB97M-V functional and the def2-TZVPD basis

Output
net charge: +1
HOMO-LUMO gap: 10.3207 eV
E_HOMO: -14.480 eV

Last column: Mulliken charge in e.
CARTESIAN COORDINATES (ANGSTROEM)
1 H 1.490 2.336 -0.454  0.28
2 C -0.972 0.922 -2.065  -0.38
3 N -0.150 -0.335 0.819  0.22
4 H 2.278 1.073 0.614  0.55
5 C 1.539 1.186 -0.075  -1.51
6 H -0.340 1.616 0.976  0.46
7 C -1.472 -0.481 1.437  -0.74
8 H 0.471 -1.664 -0.583  0.35
9 C 0.294 0.848 0.611  0.22
10 H -2.127 -0.616 0.630  0.39
11 H -1.243 1.872 -1.673  0.46
12 C -0.833 -0.180 -2.577  -0.42
13 H 1.672 -1.046 0.515  0.43
14 H -1.819 0.442 2.088  0.29
15 H 0.707 -2.322 1.174  0.33
16 C 0.680 -1.453 0.398  -1.07
17 H 1.796 0.393 -0.787  0.43
18 H -1.378 -1.467 1.970  0.27
19 H -0.593 -1.122 -3.019  0.42

Forces on atoms 1 to 6 (eV/Å):
0.34 -3.10 0.65
-0.10 -2.47 -1.20
0.21 1.48 0.65
2.52 0.29 2.32
-1.79 2.19 -2.52
-0.45 0.79 0.28

No. 2
Molecular formula: C5H6O2
Method: DFT, the ωB97M-V functional and the def2-TZVPD basis

Output
HOMO-LUMO gap: 9.2920 eV
E_HOMO: -8.276 eV

Last column: Mulliken charge in e.
CARTESIAN COORDINATES (ANGSTROEM)
1 O -1.429 0.604 0.082  -0.43
2 C 0.251 -0.075 -1.071  -0.54
3 H -1.867 -1.163 -1.060  0.37
4 H -0.087 0.743 2.100  0.35
5 O 0.788 -0.862 1.166  -0.38
6 H 1.406 1.144 1.014  0.40
7 H 0.486 -2.195 -0.365  0.41
8 H -0.044 2.123 -0.473  0.45
9 C 0.674 0.464 1.411  -0.64
10 C -1.071 -0.607 -0.572  -0.17
11 C 0.228 -1.186 -0.064  -0.19
12 H 0.753 -0.062 -2.030  0.40
13 C -0.088 1.071 -0.137  -0.02

Forces on atoms 1 to 6 (eV/Å):
-0.75 -0.19 -0.42
0.28 -0.17 -0.12
0.19 0.00 0.10
0.05 0.38 0.84
0.28 -1.13 0.44
2.06 -0.11 1.96

No. 3
Molecular formula: C8H10N3
Method: DFT, the ωB97M-V functional and the def2-TZVPD basis

Output
net charge: +1
HOMO-LUMO gap (alpha / beta): 6.5598 / 5.8973 eV
E_HOMO (alpha / beta): -9.261 / -12.792 eV
multiplicity: 3

Last column: Mulliken charge in e.
CARTESIAN COORDINATES (ANGSTROEM)
1 C -2.960 0.398 0.105  -1.18
2 C -1.588 -0.194 0.048  0.27
3 H -3.611 -0.456 -0.242  0.34
4 H 3.857 -1.410 -0.104  0.26
5 H -3.195 0.678 1.173  0.27
6 C 0.623 -0.649 -0.014  0.41
7 H -2.123 -2.291 0.126  0.34
8 H 0.483 -2.641 0.177  0.09
9 C 1.538 1.927 -0.138  -0.66
10 N 0.012 -1.810 0.174  -0.03
11 C -1.320 -1.499 0.073  -0.65
12 N 2.809 -1.434 0.044  -0.40
13 C -0.290 0.422 -0.112  0.56
14 N 0.176 1.707 -0.145  -0.06
15 H 1.993 2.976 -0.345  0.30
16 H -3.042 1.208 -0.612  0.39
17 H 3.583 1.039 0.185  0.24
18 H 2.350 -2.335 -0.204  0.17
19 H -0.445 2.494 -0.056  0.25
20 C 2.417 0.900 0.045  -0.47
21 C 1.968 -0.416 0.031  0.56

Forces on atoms 1 to 6 (eV/Å):
-0.14 -1.31 0.34
0.63 1.48 -0.61
0.14 1.20 0.56
-2.02 0.29 0.25
-0.02 -0.05 -1.33
-0.34 -0.27 0.29

ΔE to the lowest compared entry with this formula, charge and spin across the listed records, respectively: 84.0; 109.9; 0.0 kcal/mol.